(1)
{
  "formula": "C5H15N3",
  "method": "wB97M-V/def2-TZVPD",
  "elements": ["C", "C", "C", "N", "C", "N", "C", "N", "H", "H", "H", "H", "H", "H", "H", "H", "H", "H", "H", "H", "H", "H", "H"],
  "coordinates": [[2.809, 1.410, 0.022], [1.345, 1.063, -0.303], [0.925, 0.162, 0.937], [0.742, 0.809, 2.252], [-0.609, -0.497, 0.783], [-0.671, -0.932, -0.657], [-2.021, -1.425, -0.865], [-2.605, -0.714, -2.065], [3.325, 0.473, 0.212], [3.347, 1.859, -0.823], [2.770, 1.894, 0.952], [0.757, 1.946, -0.540], [1.303, 0.437, -1.158], [1.572, -0.792, 0.892], [1.484, 1.317, 2.573], [-0.200, 1.315, 2.065], [-1.165, 0.448, 0.813], [-0.850, -1.043, 1.684], [-0.009, -1.735, -0.775], [-1.942, -2.482, -1.154], [-2.720, -1.193, -0.077], [-2.014, -1.076, -2.836], [-2.613, 0.212, -1.980]],
  "nbo_charge": [-0.607, -0.422, -0.024, -0.852, -0.234, -0.642, -0.063, -0.833, 0.197, 0.213, 0.194, 0.201, 0.212, 0.177, 0.360, 0.359, 0.159, 0.202, 0.351, 0.175, 0.183, 0.347, 0.347],
  "molar_mass_da": 117.196,
  "gap_ev": 10.0030,
  "total_charge": 0,
  "homo_energy_ev": -8.93
}


(2)
{
  "formula": "C5H15N3",
  "method": "wB97M-V/def2-TZVPD",
  "elements": ["C", "N", "C", "C", "C", "N", "C", "N", "H", "H", "H", "H", "H", "H", "H", "H", "H", "H", "H", "H", "H", "H", "H"],
  "coordinates": [[2.623, 0.194, -0.925], [1.528, 0.027, 0.019], [1.787, 0.788, 1.231], [0.059, 0.351, -0.670], [-0.892, -0.702, -0.217], [-0.683, -1.500, 0.955], [-2.271, 0.341, -0.021], [-3.492, -0.420, -0.224], [2.453, -0.422, -1.817], [3.581, -0.140, -0.499], [2.745, 1.239, -1.251], [0.986, 0.659, 1.966], [1.867, 1.869, 1.041], [2.724, 0.473, 1.716], [0.230, 0.209, -1.739], [-0.113, 1.417, -0.516], [-1.139, -1.365, -1.050], [-0.526, -0.922, 1.777], [0.120, -2.113, 0.828], [-2.341, 1.281, -0.573], [-2.225, 0.634, 1.031], [-3.664, -0.541, -1.219], [-3.356, -1.358, 0.160]],
  "nbo_charge": [-0.413, -0.462, -0.416, -0.240, -0.065, -0.835, -0.214, -0.837, 0.195, 0.196, 0.157, 0.187, 0.159, 0.201, 0.205, 0.187, 0.184, 0.355, 0.379, 0.194, 0.177, 0.346, 0.361],
  "molar_mass_da": 117.196,
  "gap_ev": 9.3774,
  "total_charge": 0,
  "homo_energy_ev": -8.38
}


Energy above the most stable structure, in hartree: (1) 0.0147; (2) 0.0000


(1)
{
  "formula": "C20H6BrCl4N3O2Rh",
  "method": "wB97M-V/def2-TZVPD",
  "elements": ["Rh", "Cl", "C", "C", "Cl", "C", "Cl", "C", "O", "C", "O", "C", "Cl", "Br", "C", "C", "C", "C", "C", "C", "C", "C", "C", "C", "H", "H", "H", "H", "H", "H", "N", "C", "C", "C", "N", "C", "N"],
  "coordinates": [[-0.071, -0.222, -0.019], [-2.602, 5.471, -3.077], [-2.146, 4.289, -1.905], [-2.506, 4.466, -0.564], [-3.382, 5.873, -0.088], [-2.162, 3.508, 0.380], [-2.574, 3.714, 2.043], [-1.467, 2.337, 0.023], [-1.134, 1.431, 0.882], [-1.073, 2.174, -1.353], [-0.391, 1.116, -1.651], [-1.429, 3.162, -2.284], [-0.963, 2.932, -3.931], [1.462, -1.818, -1.357], [2.930, -1.621, -0.124], [4.037, -2.390, -0.320], [5.135, -2.234, 0.546], [5.086, -1.310, 1.551], [3.935, -0.516, 1.762], [3.872, 0.441, 2.799], [2.750, 1.201, 2.974], [1.628, 1.025, 2.140], [1.635, 0.104, 1.127], [2.806, -0.672, 0.908], [4.073, -3.109, -1.127], [6.016, -2.844, 0.404], [5.935, -1.165, 2.209], [4.733, 0.558, 3.447], [2.711, 1.938, 3.766], [0.745, 1.630, 2.307], [-1.429, -1.652, 0.562], [-2.011, -2.178, 1.425], [-2.731, -2.853, 2.382], [-4.107, -2.573, 2.545], [-5.233, -2.350, 2.668], [-2.112, -3.848, 3.169], [-1.611, -4.664, 3.813]],
  "nbo_charge": [1.024, 0.018, -0.111, -0.097, 0.023, -0.123, 0.017, 0.257, -0.653, 0.309, -0.715, -0.139, 0.015, 0.209, -0.037, -0.258, -0.216, -0.167, -0.075, -0.202, -0.188, -0.267, -0.071, -0.077, 0.224, 0.215, 0.210, 0.205, 0.213, 0.252, -0.574, 0.495, -0.579, 0.310, -0.374, 0.312, -0.383],
  "molar_mass_da": 644.909,
  "gap_ev": [6.2734, 5.3856],
  "total_charge": -1,
  "homo_energy_ev": [-5.03, -4.83]
}


(2)
{
  "formula": "C20H6BrCl4N3O2Rh",
  "method": "wB97M-V/def2-TZVPD",
  "elements": ["Rh", "Cl", "C", "C", "Cl", "C", "Cl", "C", "O", "C", "O", "C", "Cl", "Br", "C", "C", "C", "C", "C", "C", "C", "C", "C", "C", "H", "H", "H", "H", "H", "H", "N", "C", "C", "C", "N", "C", "N"],
  "coordinates": [[0.360, 0.439, -0.099], [5.749, -1.351, 3.504], [4.186, -0.775, 3.039], [3.318, -0.257, 3.989], [3.781, -0.198, 5.654], [2.062, 0.219, 3.604], [0.941, 0.847, 4.753], [1.681, 0.193, 2.267], [0.485, 0.604, 1.855], [2.556, -0.351, 1.303], [2.149, -0.354, 0.034], [3.799, -0.829, 1.697], [4.846, -1.471, 0.483], [0.334, 0.110, -2.578], [-0.976, -1.276, -2.505], [-1.439, -1.819, -3.661], [-2.396, -2.852, -3.579], [-2.831, -3.285, -2.362], [-2.352, -2.713, -1.158], [-2.804, -3.158, 0.105], [-2.319, -2.578, 1.240], [-1.378, -1.529, 1.184], [-0.910, -1.060, -0.017], [-1.394, -1.665, -1.215], [-1.082, -1.469, -4.620], [-2.779, -3.292, -4.490], [-3.560, -4.084, -2.295], [-3.536, -3.955, 0.150], [-2.662, -2.914, 2.211], [-1.030, -1.082, 2.104], [-1.143, 1.852, -0.243], [-2.189, 2.280, 0.027], [-3.414, 2.847, 0.310], [-3.567, 3.703, 1.426], [-3.688, 4.406, 2.333], [-4.506, 2.585, -0.552], [-5.395, 2.368, -1.256]],
  "nbo_charge": [0.949, 0.015, -0.107, -0.099, 0.017, -0.143, 0.027, 0.294, -0.675, 0.214, -0.693, -0.107, 0.016, 0.227, -0.047, -0.254, -0.213, -0.167, -0.070, -0.203, -0.184, -0.275, -0.001, -0.079, 0.224, 0.214, 0.209, 0.206, 0.213, 0.249, -0.514, 0.489, -0.585, 0.312, -0.381, 0.314, -0.392],
  "molar_mass_da": 644.909,
  "gap_ev": 7.3137,
  "total_charge": -1,
  "homo_energy_ev": -5.25
}


Energy above the most stable structure, in hartree: (1) 0.0660; (2) 0.0000


(1)
{
  "formula": "C3H3NOS",
  "method": "wB97M-V/def2-TZVPD",
  "elements": ["C", "C", "C", "N", "O", "S", "H", "H", "H"],
  "coordinates": [[1.685, -0.871, 0.103], [-0.068, 0.987, -0.259], [0.743, 0.051, 0.610], [2.540, -1.521, -0.329], [-0.559, 2.032, 0.098], [-2.095, -1.205, 0.058], [-0.257, 0.622, -1.301], [0.696, 0.158, 1.649], [-2.685, -0.253, -0.629]],
  "nbo_charge": [0.182, 0.329, -0.135, -0.187, -0.509, -0.176, 0.143, 0.247, 0.108],
  "molar_mass_da": 101.130,
  "gap_ev": [5.4911, 5.5065],
  "total_charge": 0,
  "homo_energy_ev": [-9.62, -9.63]
}


(2)
{
  "formula": "C3H3NOS",
  "method": "wB97M-V/def2-TZVPD",
  "elements": ["C", "C", "C", "N", "O", "S", "H", "H", "H"],
  "coordinates": [[-0.333, 0.075, -2.249], [0.301, -0.099, -1.200], [1.325, -0.481, -0.429], [-0.839, 0.482, 0.898], [1.749, -0.669, 0.650], [0.094, 0.055, 2.114], [-1.233, 0.389, -2.701], [-0.747, 1.479, 0.744], [-0.319, -1.231, 2.172]],
  "nbo_charge": [-0.150, -0.265, 0.557, -0.926, -0.439, 0.553, 0.221, 0.357, 0.092],
  "molar_mass_da": 101.130,
  "gap_ev": [6.4300, 6.4373],
  "total_charge": 0,
  "homo_energy_ev": [-7.11, -7.11]
}


(3)
{
  "formula": "C3H3NOS",
  "method": "wB97M-V/def2-TZVPD",
  "elements": ["C", "C", "C", "N", "O", "S", "H", "H", "H"],
  "coordinates": [[0.957, 0.470, 1.079], [-1.214, 0.011, 0.098], [0.131, -0.520, 0.617], [1.750, 1.250, 1.406], [-2.116, -0.777, -0.128], [0.898, -0.785, -1.983], [-1.309, 1.100, -0.214], [0.141, -1.395, 1.179], [0.761, 0.646, -2.054]],
  "nbo_charge": [0.177, 0.362, -0.229, -0.221, -0.487, -0.152, 0.153, 0.255, 0.142],
  "molar_mass_da": 101.130,
  "gap_ev": [6.9890, 6.9844],
  "total_charge": 0,
  "homo_energy_ev": [-10.18, -10.17]
}


Energy above the most stable structure, in hartree: (1) 0.0286; (2) 0.0959; (3) 0.0000